Record 1
# C31H45InN7OS3Si4Te

A molecular structure, C31H45InN7OS3Si4Te (ωB97M-V/def2-TZVPD, the Open Molecules 2025 dataset).

As for the electronic energy: -121846.773 eV. As for the charge: -1. Its HOMO energy is -4.991 eV. The calculation puts the LUMO energy at 1.85 eV. The value obtained for the energy above the lowest of the compared OMol25 structures with the same formula, charge and spin is 9.99 kcal per mole.

Each line ends with the Mulliken charge.
Positions of all 93 atoms, in Å:
In (-0.88, 1.09, -0.38)  1.27
C (-4.64, 2.70, 1.90)  -1.93
C (-3.62, 1.86, 1.17)  0.35
N (-2.60, 2.40, 0.59)  1.17
N (-2.50, 3.72, 0.59)  -1.57
C (-1.45, 4.28, 0.04)  0.54
N (-1.46, 5.65, 0.05)  -0.49
S (-0.05, 3.57, -0.60)  -0.39
C (-3.81, 0.43, 1.08)  0.64
C (-5.05, -0.17, 1.34)  -0.73
C (-5.19, -1.53, 1.22)  -0.73
C (-4.08, -2.29, 0.84)  -0.66
C (-2.89, -1.62, 0.59)  -0.77
N (-2.76, -0.31, 0.70)  0.89
H (-4.24, 3.70, 1.99)  0.41
H (-4.83, 2.29, 2.88)  0.41
H (-5.57, 2.74, 1.34)  0.35
H (-2.37, 6.07, 0.10)  0.24
H (-0.81, 6.07, -0.60)  0.23
H (-5.89, 0.45, 1.63)  0.43
H (-6.14, -2.01, 1.40)  0.40
H (-4.14, -3.36, 0.75)  0.50
H (-2.00, -2.15, 0.29)  0.36
O (-2.54, 3.73, -2.78)  -0.53
C (-1.95, 3.80, -4.05)  -0.68
C (-0.43, 3.75, -4.00)  0.76
C (0.33, 4.85, -4.40)  -0.83
C (1.71, 4.77, -4.34)  -0.46
C (2.28, 3.60, -3.86)  -0.92
C (1.44, 2.57, -3.48)  -0.16
N (0.12, 2.63, -3.55)  0.50
H (-2.46, 2.81, -2.47)  0.07
H (-2.27, 4.75, -4.49)  0.38
H (-2.31, 2.99, -4.69)  0.11
H (-0.16, 5.74, -4.76)  0.38
H (2.32, 5.60, -4.66)  0.39
H (3.36, 3.50, -3.79)  0.44
H (1.85, 1.64, -3.09)  0.35
S (-2.71, 0.62, -2.16)  -0.67
C (-1.78, 0.03, -3.50)  1.41
C (-2.43, -0.03, -4.73)  -1.31
C (-1.80, -0.51, -5.87)  0.53
C (-2.50, -0.57, -7.09)  -0.12
N (-3.11, -0.60, -8.06)  -0.60
C (-0.45, -0.93, -5.78)  0.22
C (0.20, -0.86, -4.55)  -0.92
C (-0.44, -0.39, -3.41)  0.08
S (0.49, -0.41, -1.95)  -0.24
C (0.22, -1.43, -6.91)  -0.16
N (0.77, -1.83, -7.84)  -0.61
H (-3.46, 0.30, -4.78)  0.51
H (1.22, -1.19, -4.48)  0.53
C (4.06, -1.81, 5.13)  -1.24
Si (2.88, -0.58, 4.25)  0.47
C (1.67, -0.02, 5.62)  -1.06
C (3.97, 0.94, 3.82)  -1.14
Si (1.68, -1.30, 2.32)  0.12
Te (0.39, 0.87, 2.07)  -0.57
Si (3.20, -2.01, 0.64)  0.68
C (4.33, -3.25, 1.58)  -1.08
C (4.30, -0.60, -0.04)  -1.03
C (2.55, -3.00, -0.85)  -0.59
Si (0.28, -3.14, 2.87)  0.48
C (-0.20, -4.26, 1.39)  -1.24
C (-1.35, -2.57, 3.70)  -0.78
C (1.21, -4.26, 4.11)  -1.07
H (4.50, -1.36, 6.02)  0.39
H (4.88, -2.12, 4.48)  0.38
H (3.54, -2.71, 5.44)  0.31
H (2.17, 0.49, 6.44)  0.37
H (1.13, -0.87, 6.05)  0.27
H (0.93, 0.66, 5.20)  0.30
H (4.30, 1.47, 4.71)  0.38
H (3.41, 1.63, 3.21)  0.29
H (4.85, 0.64, 3.26)  0.29
H (4.77, -2.80, 2.45)  0.12
H (5.13, -3.63, 0.95)  0.41
H (3.75, -4.10, 1.91)  0.25
H (4.87, -0.12, 0.74)  0.29
H (3.69, 0.16, -0.51)  0.18
H (5.00, -0.96, -0.79)  0.38
H (2.01, -3.89, -0.54)  0.24
H (3.36, -3.32, -1.50)  0.38
H (1.88, -2.40, -1.45)  -0.12
H (-0.41, -3.67, 0.50)  0.26
H (-1.08, -4.88, 1.59)  0.42
H (0.61, -4.94, 1.13)  0.40
H (-1.87, -1.86, 3.06)  -0.03
H (-1.15, -2.08, 4.64)  0.32
H (-2.04, -3.39, 3.89)  0.36
H (2.13, -4.64, 3.66)  0.27
H (0.63, -5.12, 4.43)  0.41
H (1.49, -3.70, 4.99)  0.21

Record 2
# C3H2F3NO

C3H2F3NO in the gas phase (ωB97M-V/def2-TZVPD, the Open Molecules 2025 dataset).

As for the electronic energy: -14827.546 eV. Its HOMO energy is -10.365 eV. The SMILES is O=C[C@@H]1N(F)C1(F)F. The calculation puts the LUMO energy at 0.00 eV. The value obtained for the energy above the lowest of the compared OMol25 structures with the same formula, charge and spin is 134.78 kcal per mole.

Each line ends with the Mulliken charge.
Positions of all 10 atoms, in Å:
C (-0.96, 0.36, -0.61)  -0.50
C (-0.19, 1.02, 0.46)  0.04
C (-2.14, -0.63, 0.02)  0.92
N (-2.43, 0.76, 0.11)  -0.08
O (-0.49, 1.83, 1.27)  -0.35
F (-2.15, -1.26, 1.28)  -0.24
F (-2.88, -1.52, -0.80)  -0.22
F (-3.37, 1.06, -0.77)  -0.17
H (-0.69, 0.17, -1.69)  0.36
H (0.84, 0.51, 0.68)  0.25

Record 3
# C5H6

2 unconnected molecules or ions with the total composition C5H6 (ωB97M-V/def2-TZVPD, the Open Molecules 2025 dataset).

As for the electronic energy: -5277.663 eV. Its HOMO energy is -9.786 eV. The SMILES is C#CC#C.C. The calculation puts the LUMO energy at 0.95 eV. The value obtained for the energy above the lowest of the compared OMol25 structures with the same formula, charge and spin is 81.54 kcal per mole.

Each line ends with the Mulliken charge.
Positions of all 11 atoms, in Å:
C (-1.67, 1.17, 2.63)  -0.16
C (-0.50, 1.22, 2.31)  0.19
C (0.13, -0.87, -1.14)  -0.78
C (0.76, 1.29, 1.80)  -0.45
C (1.88, 1.49, 1.45)  -0.31
H (-2.74, 1.22, 3.00)  0.36
H (0.73, -0.92, -0.10)  0.13
H (-0.85, -0.36, -0.92)  0.19
H (2.90, 1.41, 1.02)  0.38
H (-0.06, -1.87, -1.56)  0.26
H (0.56, -0.16, -1.99)  0.20

The evaluated frontier orbital gap for the records listed, in turn: 6.8; 10.4; 10.7 eV.